(1)
This record from the Open Molecules 2025 dataset describes one molecule with the formula C24H23N5OS. The level of theory is wB97M-V/def2-TZVPD.

XYZ file:
```
54
Properties=species:S:1:pos:R:3
O 0.69 2.22 1.51
C 1.70 2.14 0.83
N 2.70 1.29 1.07
H 3.43 1.17 0.38
C 2.62 0.25 2.07
H 3.48 0.35 2.75
H 1.70 0.42 2.63
C 2.62 -1.14 1.42
C 3.89 -1.35 0.65
C 5.05 -1.76 1.29
C 6.23 -1.90 0.59
C 6.27 -1.63 -0.77
C 5.12 -1.22 -1.42
C 3.93 -1.08 -0.72
H 3.03 -0.78 -1.22
H 5.14 -1.01 -2.48
H 7.19 -1.73 -1.32
H 7.13 -2.22 1.10
H 5.03 -1.97 2.35
H 2.52 -1.89 2.20
H 1.77 -1.21 0.74
C 1.93 3.06 -0.37
H 2.12 4.08 -0.04
H 2.74 2.71 -1.02
S 0.40 3.14 -1.35
C 0.05 1.44 -1.30
N 0.94 0.49 -1.26
N 0.29 -0.67 -1.10
C -0.99 -0.42 -1.07
N -1.21 0.92 -1.20
C -2.44 1.65 -1.02
C -3.17 1.13 0.19
C -2.51 1.05 1.41
C -3.15 0.50 2.51
C -4.45 0.03 2.40
C -5.12 0.13 1.19
C -4.48 0.67 0.09
H -5.00 0.74 -0.85
H -6.13 -0.23 1.10
H -4.94 -0.40 3.26
H -2.63 0.44 3.45
H -1.50 1.42 1.50
H -2.16 2.71 -0.88
H -3.06 1.58 -1.92
C -2.04 -1.42 -0.89
C -1.95 -2.34 0.16
C -2.98 -3.25 0.31
N -4.03 -3.31 -0.48
C -4.10 -2.45 -1.49
C -3.13 -1.49 -1.74
H -3.23 -0.83 -2.59
H -4.97 -2.55 -2.13
H -2.97 -3.97 1.12
H -1.11 -2.32 0.83
```

HOMO level	-0.322	Ha
LUMO	0.5	eV
molar mass	429.55	g/mol
frontier orbital gap	9.2615	eV
ΔE to the lowest compared entry with this formula, charge and spin	0.124	eV


(2)
This record from the Open Molecules 2025 dataset describes a 2-piece molecular cluster, C24H23NOS2 overall. The level of theory is wB97M-V/def2-TZVPD.

XYZ file:
```
51
Properties=species:S:1:pos:R:3
C 1.58 -5.83 -1.61
C 0.12 -5.55 -2.04
C -0.51 -4.64 -0.96
N 0.59 -4.32 -0.07
C 0.44 -3.47 0.99
S -0.97 -2.54 1.08
S 1.65 -3.45 2.15
C 1.75 -5.19 -0.21
H 1.80 -6.90 -1.59
H 2.29 -5.35 -2.30
H 0.11 -5.03 -3.01
H -0.44 -6.49 -2.13
H -0.93 -3.72 -1.40
H -1.34 -5.16 -0.45
H 1.79 -5.98 0.56
H 2.69 -4.63 -0.15
C 0.67 4.28 -4.75
C 0.71 4.99 -3.54
C 1.37 4.46 -2.43
C 1.99 3.21 -2.55
O 2.55 2.63 -1.40
C 1.70 2.05 -0.47
C 1.31 0.71 -0.65
C 0.39 0.16 0.22
C -0.18 0.89 1.30
C -1.13 0.30 2.17
C -2.01 0.98 3.06
C -2.67 0.26 4.10
C -3.42 0.92 5.06
C -3.55 2.32 5.01
C -2.98 3.04 3.96
C -2.28 2.38 2.95
C 0.33 2.22 1.50
C 1.20 2.80 0.60
C 1.98 2.50 -3.76
C 1.30 3.04 -4.85
H 0.14 4.69 -5.61
H 0.22 5.96 -3.45
H 1.39 4.98 -1.48
H 1.71 0.13 -1.48
H 0.09 -0.89 0.09
H -1.17 -0.79 2.25
H -2.54 -0.83 4.15
H -3.91 0.35 5.86
H -4.12 2.85 5.77
H -3.08 4.13 3.90
H -1.90 2.94 2.10
H 0.03 2.78 2.38
H 1.50 3.84 0.72
H 2.48 1.53 -3.80
H 1.27 2.47 -5.78
```

HOMO level	-0.228	Ha
LUMO	-2.7	eV
molar mass	405.59	g/mol
frontier orbital gap	3.5318	eV
ΔE to the lowest compared entry with this formula, charge and spin	1.436	eV